w | The following is a DFT calculation (ωB97M-V/def2-TZVPD) of 2 unconnected molecules or ions with the total composition CH4O3S.

Cartesian coordinates (Å):
S1 -2.20768 0.00052 -0.09791
O1 0.46087 -1.13630 0.18857
O2 0.51883 1.09221 0.26420
O3 2.23523 -0.08279 -0.58627
C1 1.01090 -0.12786 -0.02794
H1 2.29475 0.85551 -0.72163
H2 -1.48894 -1.15458 -0.51859
H3 -0.50128 1.22604 0.43038
H4 -2.32268 -0.67278 1.06919

Calculated values
SMILES = O=C(O)O.S
Charge = 0
Highest occupied orbital energy = -0.3667 Ha

=====

x | The following is a DFT calculation (ωB97M-V/def2-TZVPD) of CH4O3S in the gas phase.

Cartesian coordinates (Å):
S1 2.03063 -0.20098 -0.03172
O1 0.54708 -0.46042 0.63600
O2 -1.65881 -0.69407 -0.04670
O3 -0.76786 1.32361 0.34095
C1 -0.55611 0.06087 -0.20663
H1 -0.13544 0.10537 -1.36159
H2 -1.70173 -0.81981 0.93107
H3 2.65466 -1.40462 -0.15272
H4 -0.41240 2.09004 -0.10867

Calculated values
SMILES = OC(O)OS
Charge = 0
Highest occupied orbital energy = -0.3399 Ha

=====

Which of them is the least stable? Correct choice: x.